Entry 1:
Molecular formula: C4H9NS
Method: DFT, ωB97M-V/def2-TZVPD

Lowest unoccupied orbital energy = 1.055 eV
Frontier orbital gap = 0.35228 hartree
SMILES = C=NSC(C)C

Last column: Löwdin charge in e.
Atoms and positions in Å:
C1 -1.210896 0.100196 -1.538828  -0.15
C2 -1.074367 0.389739 -0.060186  -0.71
C3 -1.608236 1.777820 0.267112  -0.15
C4 1.876339 -1.913503 0.695536  -0.17
H1 -2.271802 0.089555 -1.685867  0.07
H2 -0.787740 -0.890290 -1.820328  0.07
H3 -0.722931 0.848572 -2.140107  0.07
H4 -1.538190 -0.306905 0.650736  0.10
H5 -2.725381 1.761780 0.224011  0.10
H6 -1.281714 2.430935 -0.536285  0.07
H7 -1.207107 2.132343 1.209359  0.06
H8 2.656066 -1.463922 1.283206  0.05
H9 1.963554 -2.971749 0.558347  0.05
N1 0.934709 -1.356366 0.050274  -0.32
S1 0.717202 0.358670 0.357701  0.86

Forces on atoms 1 to 2 (eV/Å):
0.0 -1.6 0.6
1.1 0.3 0.5



Entry 2:
Molecular formula: C4H9NS
Method: DFT, ωB97M-V/def2-TZVPD

Lowest unoccupied orbital energy = 0.924 eV
Frontier orbital gap = 0.36447 hartree
SMILES = C[C@H]1C[C@@H]1NS

Last column: Löwdin charge in e.
Atoms and positions in Å:
C1 1.128552 0.341130 0.420199  -0.17
C2 0.301444 -0.336022 -0.629016  -0.34
C3 -0.349872 0.612777 0.416462  -0.21
C4 0.326459 0.250865 -2.028408  -0.09
N1 -1.242542 -0.107692 1.637144  -0.42
S1 -1.119525 -1.808348 1.863744  0.70
H1 1.840127 -0.179516 1.225232  0.14
H2 1.782485 1.217713 0.224567  0.10
H3 0.159547 -1.376635 -0.436759  0.07
H4 -0.579562 1.592399 0.383972  0.09
H5 -0.739404 0.287405 -2.471209  0.09
H6 1.077348 -0.294042 -2.787789  0.11
H7 0.629710 1.326393 -1.791994  0.08
H8 -0.815562 0.406873 2.371039  0.01
H9 -2.399205 -1.933300 1.602817  -0.17

Forces on atoms 1 to 2 (eV/Å):
3.0 0.0 2.0
-0.3 2.3 0.3



Entry 3:
Molecular formula: C4H9NS
Method: DFT, ωB97M-V/def2-TZVPD

Lowest unoccupied orbital energy = 1.105 eV
Frontier orbital gap = 0.34792 hartree
SMILES = CSN1C[C@H]1C

Last column: Löwdin charge in e.
Atoms and positions in Å:
C1 -1.198613 -0.875076 -0.357781  -0.19
C2 -0.758641 -0.334638 0.977221  -0.36
C3 0.066586 -1.190034 1.843650  -0.07
C4 1.277374 1.851800 -1.712858  -0.37
N1 -0.137720 0.069303 -0.311976  -0.43
S1 -0.380632 1.636560 -0.935080  0.81
H1 -0.719077 -1.823671 -0.819527  0.14
H2 -2.081298 -0.534644 -0.764266  0.06
H3 -1.582242 0.122110 1.394934  0.10
H4 0.487714 -1.885170 1.201957  0.04
H5 -0.545615 -1.828887 2.589614  0.12
H6 0.899890 -0.658163 2.271996  0.07
H7 1.277722 1.452222 -2.714765  0.01
H8 1.843300 1.112019 -1.041697  0.05
H9 1.551250 2.886268 -1.621422  0.01

Forces on atoms 1 to 2 (eV/Å):
3.1 -2.8 -0.8
0.5 -1.8 -2.3



Entry 4:
Molecular formula: C4H9NS
Method: DFT, ωB97M-V/def2-TZVPD

Lowest unoccupied orbital energy (spin up / spin down) = -0.011 / 0.457 eV
Frontier orbital gap (spin up / spin down) = 0.27883 / 0.29598 hartree

Last column: Löwdin charge in e.
Atoms and positions in Å:
C1 -0.393988 2.146400 -0.025432  -0.08
C2 -0.932474 0.941642 -0.236539  -0.51
C3 1.951389 -0.301806 0.286079  -0.17
C4 0.939453 -0.679209 -0.750635  -0.04
N1 -1.889508 -1.521336 0.353464  -0.29
S1 -2.354932 0.049581 -0.219096  0.83
H1 -0.925199 3.004040 0.272665  0.03
H2 0.633344 2.278365 0.022470  0.00
H3 2.800131 -1.022480 0.115862  0.09
H4 1.587553 -0.339133 1.353326  0.09
H5 2.122212 0.771257 0.179775  0.04
H6 0.867358 -0.234035 -1.754966  0.06
H7 0.115356 -1.276638 -0.508326  -0.03
H8 -2.225614 -1.746358 1.245190  0.01
H9 -2.295084 -2.070284 -0.333837  -0.02

Forces on atoms 1 to 2 (eV/Å):
-1.9 -2.1 -0.1
2.7 -0.2 0.3



Entry 5:
Molecular formula: C4H9NS
Method: DFT, ωB97M-V/def2-TZVPD

Lowest unoccupied orbital energy = 1.070 eV
Frontier orbital gap = 0.36354 hartree
SMILES = C/C=N/[C@@H](C)S

Last column: Löwdin charge in e.
Atoms and positions in Å:
C1 -0.301396 1.209718 -0.174429  -0.30
C2 -0.380277 2.480581 -0.799928  -0.06
C3 -0.897663 -1.670702 -0.243270  -0.13
C4 0.339965 -0.938239 0.107265  -0.73
N1 0.384178 0.278707 -0.560959  -0.03
S1 1.843783 -1.951206 -0.544712  0.66
H1 -0.830568 0.965153 0.813707  0.15
H2 0.629402 2.784391 -0.940817  0.08
H3 -0.703988 2.210084 -1.793138  0.09
H4 -1.131981 3.185673 -0.432916  0.09
H5 -0.640089 -2.091701 -1.288349  0.08
H6 -1.757181 -0.930603 -0.189076  0.09
H7 -1.105551 -2.480020 0.413647  0.06
H8 0.623774 -0.758937 1.117472  0.09
H9 1.312326 -2.391332 -1.730459  -0.15

Forces on atoms 1 to 2 (eV/Å):
-2.1 -0.9 4.8
-1.1 1.0 -1.6



Entry 6:
Molecular formula: C4H9NS2
Method: DFT, ωB97M-V/def2-TZVPD

Lowest unoccupied orbital energy (spin up / spin down) = 0.143 / 0.236 eV
Frontier orbital gap (spin up / spin down) = 0.26552 / 0.26430 hartree

Last column: Löwdin charge in e.
Atoms and positions in Å:
C1 1.374499 -2.191993 1.218805  -0.15
C2 -0.207773 3.076492 0.645506  -0.34
C3 -2.423409 -1.042660 -0.562323  -0.41
C4 -0.276184 0.612046 -0.805804  -0.85
N1 0.474139 -2.341372 2.096513  0.01
S1 0.859867 1.863446 -0.312561  0.73
S2 -1.541331 0.147930 0.169589  0.88
H1 2.206594 -1.492449 1.481954  0.07
H2 0.356200 3.978953 0.352886  0.03
H3 0.053273 2.963696 1.609357  -0.03
H4 -1.237915 2.938522 0.442640  0.01
H5 -3.258732 -1.377105 0.061919  -0.01
H6 -2.186983 -1.671439 -1.387914  0.00
H7 1.221450 -2.469914 0.216342  0.04
H8 -0.063048 0.127112 -1.670282  -0.02
H9 0.646275 -1.837880 2.983140  0.05

Forces on atoms 1 to 2 (eV/Å):
0.3 2.6 2.5
2.5 0.0 -3.3



Entry 7:
Molecular formula: C4H9NS2
Method: DFT, ωB97M-V/def2-TZVPD

Lowest unoccupied orbital energy = 0.370 eV
Frontier orbital gap = 0.34575 hartree
SMILES = SCC1(S)CNC1

Last column: Löwdin charge in e.
Atoms and positions in Å:
C1 0.650495 -0.530066 0.876226  -0.59
C2 -0.453693 0.113258 0.045718  -0.92
C3 -0.967067 -0.878356 -1.107647  -0.12
C4 -1.719851 -0.070214 0.693057  -0.28
H1 2.174491 0.557971 -0.662334  -0.20
H2 0.850664 -0.393017 1.949651  0.09
H3 0.397686 -1.638566 0.804623  0.08
H4 -1.490889 2.439184 -0.230505  0.01
H5 -0.281146 -1.586978 -1.645345  0.12
H6 -1.589470 -0.264959 -1.757229  0.10
H7 -2.748997 -1.441419 -0.380978  0.07
H8 -2.528080 0.706745 0.327285  0.12
H9 -1.862102 -0.087515 1.828632  0.14
N1 -1.839855 -1.433157 0.036111  -0.03
S1 2.178394 -0.624866 -0.087571  0.71
S2 0.002702 1.870673 -0.133097  0.70

Forces on atoms 1 to 2 (eV/Å):
0.4 -3.2 -1.1
2.5 1.1 -0.3



Entry 8:
Molecular formula: C4H9NaO4Sr
Method: DFT, ωB97M-V/def2-TZVPD

Lowest unoccupied orbital energy = -0.398 eV
Frontier orbital gap = 0.22025 hartree

Last column: Löwdin charge in e.
Atoms and positions in Å:
O1 -0.299841 0.044316 -1.431056  -1.08
Sr1 -2.113021 -0.472847 -0.770981  1.42
O2 -2.163402 -0.020587 1.259639  -0.55
C1 -1.156515 -0.119456 2.156522  -0.43
O3 0.157773 0.119406 1.626484  -0.21
C2 0.415075 1.449169 1.141382  -0.21
C3 1.928085 1.526751 1.132058  -0.22
O4 2.428460 0.660602 0.122984  -0.26
C4 3.825380 0.715416 -0.059230  -0.09
Na1 1.099033 -1.198815 -0.194903  0.54
H1 -1.095549 -1.153746 2.549487  0.12
H2 -1.293033 0.645161 2.951477  0.12
H3 0.027588 2.194844 1.856544  0.12
H4 0.175435 1.705214 -0.161574  0.20
H5 2.341674 1.162910 2.090747  0.13
H6 2.197743 2.565801 0.875399  0.13
H7 4.069197 0.070657 -0.912604  0.09
H8 4.148937 1.741331 -0.297927  0.10
H9 4.333289 0.343673 0.846005  0.09

Forces on atoms 1 to 2 (eV/Å):
1.8 -0.5 -0.4
-2.2 -0.5 -2.7



Respective ΔE to the lowest compared entry with this formula, charge and spin values: 124.6 328.1 254.3 516.2 185.0 434.3 290.0 97.2 kJ/mol.